Below is a structure of composition C6H11P in a non-equilibrium geometry, with properties calculated with wB97M-V/def2-TZVPD.

## Properties
**Charge**: 0
**LUMO level (spin up / spin down)**: 1.019 / -2.096 eV
**Orbital gap (spin up / spin down)**: 7.2 / 7.2 eV
**HOMO energy (spin up / spin down)**: -6.19 / -9.35 eV
**Energy above the lowest of the compared OMol25 structures with the same formula, charge and spin**: 25.4 kcal/mol
**2S+1**: 3

```
18
C6H11P wB97M-V/def2-TZVPD
C -1.041 1.021 -1.293
C -0.112 -0.061 -1.730
C -0.500 1.083 0.599
C 1.129 -0.187 -0.833
C 0.592 -0.004 0.649
C 0.125 -1.263 1.393
P -2.454 1.582 -1.923
H -0.521 -1.133 -1.516
H 0.329 -0.058 -2.764
H -0.108 2.103 0.866
H -1.373 0.893 1.217
H 1.558 -1.074 -0.966
H 1.773 0.593 -1.038
H 1.320 0.248 1.412
H -0.752 -1.688 0.944
H -0.301 -0.966 2.278
H 0.966 -2.079 1.649
H -2.541 2.612 -1.043
```

---

Below is a structure of composition C7H10F5MnN2O in a non-equilibrium geometry, with properties calculated with wB97M-V/def2-TZVPD.

## Properties
**Charge**: -1
**LUMO level (spin up / spin down)**: 2.807 / 2.827 eV
**Orbital gap (spin up / spin down)**: 3.0 / 4.1 eV
**HOMO energy (spin up / spin down)**: -0.22 / -1.22 eV
**2S+1**: 6

```
26
C7H10F5MnN2O wB97M-V/def2-TZVPD
C -0.834 -1.929 1.042
Mn 0.329 0.126 -0.979
N 0.648 2.232 -0.546
N -1.711 -0.012 -1.826
H 1.536 2.370 -1.050
H -1.141 -0.928 1.345
H -0.229 -2.327 1.879
H -0.202 -2.003 0.094
H -1.771 -2.492 0.911
H -1.647 0.196 -2.826
H -2.341 0.700 -1.436
H -2.203 -0.910 -1.742
H -0.044 2.872 -0.934
H 0.804 2.433 0.448
F 5.623 -0.834 3.727
C 4.762 -0.717 2.710
C 5.019 -1.364 1.501
F 6.112 -2.145 1.379
C 4.118 -1.273 0.469
F 4.359 -1.919 -0.691
C 2.918 -0.503 0.586
O 2.153 -0.366 -0.448
C 2.680 0.122 1.848
F 1.558 0.903 2.008
C 3.587 0.021 2.876
F 3.386 0.657 4.047
```

---

Below is the molecule C2H7FNO6PS, with properties calculated with wB97M-V/def2-TZVPD.

## Properties
**Charge**: 0
**LUMO level**: 0.297 eV
**Orbital gap**: 11.1 eV
**HOMO energy**: -10.80 eV

```
19
C2H7FNO6PS wB97M-V/def2-TZVPD
O 1.668 -2.023 0.038
P 1.784 -0.588 0.270
O 1.986 -0.058 1.751
O 2.985 0.100 -0.503
N 0.346 0.214 -0.137
C -0.821 -0.618 -0.534
C -2.096 -0.312 0.243
O -3.077 -1.288 -0.062
S 0.193 1.835 -0.211
O 1.458 2.455 -0.120
O -0.772 2.151 -1.198
F -0.511 2.107 1.161
H 2.788 -0.414 2.155
H 3.236 -0.428 -1.273
H -0.550 -1.647 -0.321
H -0.980 -0.527 -1.610
H -2.468 0.696 0.042
H -1.897 -0.401 1.311
H -3.272 -1.255 -1.003
```

---

Below is a cluster of 3 separate species, C12H32BrClF2N2O8P3 in total in a non-equilibrium geometry, with properties calculated with wB97M-V/def2-TZVPD.

## Properties
**Charge**: -1
**LUMO level**: 2.113 eV
**Orbital gap**: 7.8 eV
**HOMO energy**: -5.64 eV

```
61
C12H32BrClF2N2O8P3 wB97M-V/def2-TZVPD
O 6.069 1.333 -0.705
P 4.720 1.268 -0.091
O 3.585 1.474 -1.260
O 4.466 -0.237 0.499
P 4.612 2.714 1.528
P 2.670 3.787 1.471
F 2.629 3.538 3.127
F 3.597 5.152 1.627
Cl 0.978 5.088 1.748
O 2.657 4.000 -0.215
C 1.563 3.427 -0.812
Br 0.295 4.698 -1.670
C 0.942 2.349 0.135
C -0.538 2.419 0.513
C -0.945 1.057 1.112
O -0.763 1.026 2.522
O 1.709 2.380 1.314
H 3.274 0.583 -1.481
H 3.750 -0.157 1.156
H 4.459 1.866 2.653
H 1.914 2.892 -1.688
H 1.040 1.409 -0.420
H -1.174 2.636 -0.348
H -0.738 3.160 1.283
H -2.010 0.906 0.934
H -0.394 0.230 0.646
H 0.055 1.500 2.722
C 3.045 -3.454 0.804
C 2.276 -2.793 1.946
C 1.068 -3.604 2.435
O -0.063 -3.558 1.584
C -0.024 -4.440 0.480
N 1.902 -1.436 1.539
H 2.532 -3.345 -0.151
H 4.024 -2.988 0.695
H 3.196 -4.519 0.995
H 2.963 -2.709 2.793
H 0.733 -3.173 3.382
H 1.347 -4.647 2.639
H 0.480 -5.378 0.730
H 0.466 -3.978 -0.381
H -1.054 -4.662 0.199
H 1.488 -0.948 2.331
H 1.138 -1.510 0.872
C -5.378 -0.785 -3.440
C -3.952 -0.248 -3.365
C -3.241 -0.556 -2.038
O -3.646 0.249 -0.949
C -4.838 -0.158 -0.304
N -3.968 1.186 -3.664
H -6.077 -0.169 -2.875
H -5.721 -0.792 -4.474
H -5.436 -1.808 -3.060
H -3.376 -0.746 -4.151
H -2.177 -0.343 -2.170
H -3.324 -1.620 -1.778
H -4.940 -1.247 -0.295
H -5.716 0.293 -0.772
H -4.790 0.197 0.726
H -3.013 1.527 -3.727
H -4.347 1.666 -2.852
```

---

Below is a cluster of 4 separate species, C4H15N2O5 in total in a non-equilibrium geometry, with properties calculated with wB97M-V/def2-TZVPD.

## Properties
**Charge**: 0
**LUMO level (spin up / spin down)**: 0.358 / -4.543 eV
**Orbital gap (spin up / spin down)**: 10.3 / 5.4 eV
**HOMO energy (spin up / spin down)**: -9.97 / -9.96 eV
**2S+1**: 2

```
26
C4H15N2O5 wB97M-V/def2-TZVPD
N 0.618 -1.089 0.918
C 0.518 0.272 0.522
C 0.341 1.208 1.711
C -1.057 1.061 2.318
O -1.215 -0.177 3.012
C 1.834 0.675 -0.262
N 1.769 0.554 -1.575
O 2.820 1.023 0.360
H -0.805 -0.876 2.493
H 1.549 -1.333 1.306
H -0.336 0.379 -0.138
H 0.517 2.241 1.443
H 1.048 0.970 2.491
H -1.810 1.124 1.527
H -1.209 1.832 3.076
H 2.616 0.754 -2.106
H 0.838 0.162 -2.063
H 0.413 -3.160 -1.760
H 0.408 -1.753 0.156
O -0.327 -2.668 -1.315
H -1.776 0.387 -1.900
H -2.885 0.201 -0.869
O -2.597 0.855 -1.523
H -0.364 -1.759 -1.792
H -0.513 -0.478 -3.495
O -0.393 -0.405 -2.536
```

---

Below is a structure of composition C5H8O in a non-equilibrium geometry, with properties calculated with wB97M-V/def2-TZVPD.

## Properties
**Charge**: 0
**LUMO level**: 0.678 eV
**Orbital gap**: 8.4 eV
**HOMO energy**: -7.69 eV
**Energy above the lowest of the compared OMol25 structures with the same formula, charge and spin**: 106.9 kcal/mol

```
14
C5H8O wB97M-V/def2-TZVPD
C 0.426 2.013 -0.472
C -0.391 -2.288 0.367
C 0.611 0.937 0.451
C -1.129 -0.977 0.345
O 1.433 2.495 -1.267
C -0.544 0.217 0.313
H 2.084 1.798 -1.415
H -0.248 2.823 -0.219
H -0.893 1.173 -0.637
H 1.478 0.742 1.073
H -2.213 -1.028 0.339
H -0.708 -2.896 1.220
H 0.687 -2.139 0.439
H -0.592 -2.871 -0.538
```